Record 1
Molecular formula: C20H37HfN2O2P3
Method: DFT, ωB97M-V/def2-TZVPD

Last column: Löwdin charge in e.
Positions of all 65 atoms, in Å:
1 P -0.5561 -3.0227 -1.6486  0.875
2 C -0.6214 -4.3620 -0.4280  -0.204
3 H -0.4251 -5.3493 -0.8614  0.090
4 H -1.5838 -4.3862 0.0959  0.063
5 H 0.1430 -4.1522 0.3275  0.047
6 C -2.1833 -3.0418 -2.4722  -0.226
7 H -2.2274 -2.2498 -3.2317  0.043
8 H -2.9812 -2.8298 -1.7446  0.051
9 H -2.3632 -4.0189 -2.9376  0.089
10 C 0.6326 -3.5733 -2.9105  -0.216
11 H 0.3109 -4.5065 -3.3889  0.089
12 H 1.6175 -3.7221 -2.4468  0.065
13 H 0.7613 -2.7975 -3.6781  0.051
14 P 3.5545 0.8148 0.3222  0.880
15 C 4.2995 -0.0529 1.7280  -0.203
16 H 5.3544 0.1943 1.8905  0.096
17 H 4.1992 -1.1366 1.5961  0.058
18 H 3.7236 0.2098 2.6240  0.060
19 C 4.5713 0.3673 -1.1212  -0.219
20 H 4.2550 0.9405 -2.0039  0.053
21 H 4.4154 -0.6967 -1.3480  0.057
22 H 5.6339 0.5519 -0.9166  0.090
23 C 3.9076 2.5770 0.5989  -0.217
24 H 4.9858 2.7789 0.5660  0.091
25 H 3.5001 2.8783 1.5731  0.062
26 H 3.3956 3.1762 -0.1665  0.047
27 P -2.0704 2.2568 1.7045  0.880
28 C -2.1158 1.9455 3.4880  -0.204
29 H -2.7223 2.6797 4.0291  0.092
30 H -1.0965 1.9607 3.8894  0.054
31 H -2.5094 0.9403 3.6760  0.056
32 C -1.8261 4.0514 1.5238  -0.220
33 H -2.5428 4.6094 2.1389  0.087
34 H -1.9277 4.3501 0.4711  0.055
35 H -0.8030 4.3121 1.8326  0.065
36 C -3.7773 1.9600 1.1281  -0.231
37 H -4.4078 2.8171 1.3937  0.085
38 H -4.1884 1.0421 1.5703  0.056
39 H -3.7837 1.8256 0.0366  0.030
40 Hf -0.0522 0.4170 -0.7937  1.218
41 C 1.4243 -1.2648 -0.3405  -0.183
42 O 2.1195 -2.1120 0.0784  0.120
43 C 0.6486 1.2817 1.2312  -0.184
44 O 0.9925 1.5394 2.3197  0.112
45 C -0.0172 2.4786 -1.4304  -0.127
46 C -1.3233 1.9367 -1.6085  -0.123
47 C -1.5018 0.7130 -2.3203  -0.110
48 C -0.3640 0.0585 -2.8895  -0.130
49 C 0.9349 0.6060 -2.7089  -0.120
50 C 1.1025 1.8242 -2.0026  -0.108
51 H 0.1161 3.3962 -0.8566  0.160
52 H -2.1828 2.4677 -1.2065  0.122
53 H -2.4995 0.3013 -2.4617  0.164
54 H -0.4882 -0.8537 -3.4688  0.118
55 H 1.8080 0.0907 -3.1084  0.166
56 H 2.1012 2.2541 -1.9007  0.136
57 N -2.3372 -1.2393 0.8724  0.009
58 C -2.6300 -1.9526 1.9641  -0.022
59 C -1.4690 -2.0465 2.7003  0.007
60 C -0.4861 -1.3608 1.9934  -0.117
61 N -1.0382 -0.8536 0.8573  -0.175
62 H -2.9881 -0.9529 0.1293  0.169
63 H -3.6351 -2.3344 2.1552  0.165
64 H -1.3273 -2.5454 3.6463  0.139
65 H 0.5442 -1.1905 2.2503  0.116

Spin multiplicity: 1
Total charge: +4
Calculated total energy in eV: -57543.057
Energy relative to the best compared isomer or geometry (same formula, charge and spin) in kcal per mole: 134.01
F_max in Eh/bohr: 0.30402


Record 2
Molecular formula: C23H27FN2O3
Method: DFT, ωB97M-V/def2-TZVPD

Last column: Löwdin charge in e.
Positions of all 56 atoms, in Å:
1 C 4.7859 0.3005 2.8652  -0.068
2 H 4.6012 0.0650 3.8090  0.054
3 O 3.8979 1.1404 2.2718  -0.036
4 C 2.5965 1.0782 2.4136  -0.430
5 C 2.0879 0.0332 2.7626  -0.099
6 C 0.6930 -0.1233 3.0962  -0.054
7 C -0.1800 0.9717 2.8014  -0.070
8 C 0.5204 1.9549 2.0937  -0.037
9 C 1.9035 2.1264 2.0385  -0.174
10 C 2.3674 3.4643 1.6063  -0.024
11 H 3.2851 3.5587 2.4600  0.196
12 H 1.8038 4.1586 1.6523  -0.003
13 C 3.0280 3.5402 0.0913  -0.117
14 H 3.5098 4.2742 0.1141  -0.013
15 H 3.8849 2.6329 0.1220  0.192
16 C 2.0117 3.2124 -0.7422  -0.231
17 N 1.6313 1.8765 -1.0765  0.101
18 C 0.4530 1.3177 -1.0496  -0.612
19 O -0.5251 1.7706 -0.9992  0.205
20 C 0.4095 -0.2649 -1.3289  -0.267
21 C 0.8346 -1.0788 -0.2806  -0.226
22 C 0.8104 -2.5783 -0.4195  -0.019
23 C -0.4493 -3.0968 -1.3218  -0.502
24 O -0.7821 -4.1834 -1.2854  0.130
25 N -0.9784 -2.2253 -2.2039  0.019
26 C -1.0162 -0.6733 -1.9744  -0.036
27 H -1.2146 -0.0027 -2.9767  0.191
28 H -1.6566 -0.3574 -1.2282  0.082
29 C -2.3547 -2.3590 -2.6762  -0.119
30 C -3.6786 -1.9728 -2.0529  -0.246
31 C -4.4155 -1.1735 -2.6461  -0.455
32 C -5.5238 -0.6163 -2.0785  0.095
33 C -5.9206 -1.2076 -0.7157  -0.065
34 C -5.0586 -1.9732 -0.2049  -0.205
35 C -3.9110 -2.4366 -0.8325  -0.007
36 H -3.2473 -3.4403 -0.3189  0.217
37 H -5.2047 -2.5387 0.6603  0.087
38 H -6.9189 -0.8271 0.0223  0.185
39 H -6.2300 0.0597 -2.4143  0.081
40 F -4.1130 -0.6034 -3.6813  0.196
41 H -2.4749 -1.9427 -3.7206  0.140
42 H -2.3182 -3.5109 -2.5885  0.148
43 H 0.9088 -3.1263 0.2950  0.005
44 H 1.6162 -2.6090 -1.2729  0.164
45 H 1.8494 -0.8273 0.2186  0.151
46 H -0.1540 -0.9275 0.4304  0.180
47 H 1.0481 -0.3900 -2.2747  0.160
48 H 2.3516 1.2086 -1.2836  0.146
49 H 2.4908 3.4357 -1.8838  0.197
50 H 1.1770 3.6311 -0.5385  0.071
51 H -0.1944 2.7277 1.8400  0.120
52 H -1.1755 0.6474 2.6871  0.085
53 H 0.2084 -1.2912 3.2914  0.171
54 H 2.5753 -0.8643 3.2943  0.155
55 H 4.6019 -0.6019 2.2871  0.109
56 H 5.7525 0.6373 2.8466  0.080

Spin multiplicity: 1
Calculated total energy in eV: -36112.079
Energy relative to the best compared isomer or geometry (same formula, charge and spin) in kcal per mole: 436.84
F_max in Eh/bohr: 0.34595
SMILES: COc1ccccc1CCCNC(=O)[C@H]1CCC(=O)N(Cc2ccccc2F)C1


Record 3
Molecular formula: C4H8O2
Method: DFT, ωB97M-V/def2-TZVPD

Last column: Löwdin charge in e.
Positions of all 14 atoms, in Å:
1 C -0.6840 0.5849 -2.0051  -0.120
2 O -0.0304 0.0210 -0.8990  -0.196
3 C -0.0109 0.8919 0.2080  -0.280
4 C 0.6580 0.1443 1.3496  -0.204
5 C -0.3019 -0.9123 1.7460  -0.095
6 O 0.2746 -2.0709 1.9887  0.042
7 H -0.6476 -0.1463 -2.8161  0.089
8 H -0.1872 1.5113 -2.3348  0.089
9 H -1.7367 0.8186 -1.7800  0.091
10 H -1.0425 1.1529 0.4994  0.121
11 H 0.5283 1.8191 -0.0337  0.123
12 H 0.6902 0.7980 2.2345  0.129
13 H 1.6723 -0.1881 1.0965  0.121
14 H -0.5507 -2.5176 2.2109  0.089

Spin multiplicity: 1
Calculated total energy in eV: -8369.403
Energy relative to the best compared isomer or geometry (same formula, charge and spin) in kcal per mole: 89.45
F_max in Eh/bohr: 0.02459


Record 4
Molecular formula: C22H19FN2O3
Method: DFT, ωB97M-V/def2-TZVPD

Last column: Löwdin charge in e.
Positions of all 47 atoms, in Å:
1 O -0.3794 -3.9383 -0.1011  0.072
2 F 4.4890 4.5736 -3.5882  0.070
3 O -0.8295 3.0645 -0.1048  0.103
4 O 1.7608 -0.8575 -1.5764  0.086
5 C -0.3722 -2.8308 0.4432  -0.248
6 C -0.4074 1.8197 -0.4263  -0.247
7 C 0.8333 -0.0128 -0.9903  -0.205
8 C -1.1227 0.7040 -0.1288  -0.092
9 C -0.3902 -0.4098 -0.5352  -0.085
10 C 1.7556 -2.3628 4.1139  -0.091
11 C 1.8996 -3.5471 3.3681  -0.072
12 C 0.8989 -1.3613 3.7139  -0.083
13 C 2.3144 3.7431 -3.3834  0.016
14 C 4.0391 3.0074 -1.8960  0.009
15 C 1.1430 -3.7110 2.2215  -0.029
16 C 0.1533 -1.5436 2.5549  -0.005
17 C 1.3549 2.9893 -2.6685  0.012
18 C 3.1010 2.1543 -1.2367  0.021
19 C 3.6265 3.7598 -2.9577  -0.308
20 C 0.2734 -2.7147 1.7763  -0.134
21 C 1.7481 2.1773 -1.6227  -0.234
22 N 0.8120 1.3879 -0.9643  0.063
23 N -2.3166 -1.1152 0.5758  -0.070
24 C -3.6380 -1.7025 0.3423  -0.146
25 C -2.4353 0.3390 0.4967  -0.226
26 C -4.2546 -0.7112 -0.6674  -0.180
27 C -3.7028 0.6356 -0.3264  -0.130
28 C -1.1564 -1.6624 -0.2353  -0.115
29 H -0.1487 3.7137 -0.2859  0.103
30 H 2.5218 -0.3552 -1.9161  0.100
31 H 2.3147 -2.1988 5.0185  0.095
32 H 2.5836 -4.3392 3.7078  0.109
33 H 0.8397 -0.4311 4.2770  0.106
34 H 2.0056 4.3659 -4.2349  0.129
35 H 5.0929 3.0707 -1.6037  0.127
36 H 1.2982 -4.6155 1.6240  0.122
37 H -0.4710 -0.7123 2.2570  0.102
38 H 0.2947 3.0411 -2.9114  0.131
39 H 3.4113 1.5474 -0.3854  0.127
40 H -3.5337 -2.7163 -0.0630  0.119
41 H -4.2772 -1.7604 1.2813  0.132
42 H -2.5031 0.8421 1.4873  0.153
43 H -5.3205 -0.7954 -0.5267  0.100
44 H -3.9616 -0.9041 -1.6969  0.109
45 H -3.4222 1.1951 -1.2378  0.123
46 H -4.4156 1.2066 0.2373  0.102
47 H -1.5067 -2.0286 -1.2257  0.160

Spin multiplicity: 1
Calculated total energy in eV: -34960.809
Energy relative to the best compared isomer or geometry (same formula, charge and spin) in kcal per mole: 33.23
F_max in Eh/bohr: 0.04327
SMILES: O=C(c1ccccc1)[C@@H]1c2c(c(O)n(-c3ccc(F)cc3)c2O)[C@H]2CCCN21


Record 5
Molecular formula: H3INP
Method: DFT, ωB97M-V/def2-TZVPD

Last column: Löwdin charge in e.
Positions of all 6 atoms, in Å:
1 N -1.6176 0.7838 1.7416  -0.619
2 P 0.9585 -1.2497 -1.1522  0.388
3 I -0.4924 0.8890 0.1202  0.805
4 H -2.5281 0.6363 1.3480  -0.171
5 H 1.5277 -0.0743 -1.7952  -0.227
6 H 2.1518 -0.9851 -0.2625  -0.176

Spin multiplicity: 1
Calculated total energy in eV: -18923.809
Energy relative to the best compared isomer or geometry (same formula, charge and spin) in kcal per mole: 105.93
F_max in Eh/bohr: 0.05648